{
  "formula": "C47H57F48IN2O11P",
  "method": "ωB97M-V/def2-TZVPD",
  "symbols": ["O", "O", "F", "H", "H", "F", "F", "F", "O", "H", "H", "C", "F", "O", "C", "H", "H", "H", "C", "F", "C", "O", "F", "F", "H", "C", "O", "O", "H", "H", "H", "H", "H", "H", "C", "C", "C", "H", "F", "F", "H", "F", "H", "C", "O", "C", "C", "F", "C", "F", "F", "F", "F", "O", "C", "H", "F", "C", "F", "H", "F", "F", "C", "H", "C", "H", "C", "C", "C", "F", "C", "H", "H", "H", "H", "H", "F", "C", "H", "C", "C", "H", "H", "C", "C", "F", "H", "F", "H", "H", "C", "C", "H", "C", "C", "F", "F", "C", "F", "C", "C", "F", "F", "F", "H", "H", "C", "H", "C", "C", "F", "H", "H", "F", "F", "O", "F", "F", "F", "C", "C", "H", "H", "H", "H", "C", "C", "N", "H", "H", "H", "H", "H", "F", "F", "C", "H", "H", "C", "C", "H", "F", "F", "H", "H", "F", "F", "I", "F", "O", "F", "H", "F", "C", "P", "H", "C", "C", "C", "F", "F", "C", "N", "H", "F", "H", "H"],
  "coordinates": [[2.366422, -0.754933, 4.489395], [-1.369455, 4.891206, -7.756929], [5.317207, -4.626692, 8.673881], [2.670134, -0.495464, 0.954145], [0.929861, -2.822064, -0.072601], [-9.814913, -2.116644, -5.629466], [-7.210991, -1.388023, -4.998302], [-2.346675, -0.847502, 5.152229], [1.875957, -6.574099, 0.166515], [2.174265, 1.249738, 1.168842], [-2.135445, 0.952140, 3.254226], [4.909880, -4.690527, -2.175928], [-1.118435, -0.657227, 2.653120], [-4.296269, -0.285993, 4.314008], [-5.478142, -1.051488, 4.079300], [2.322846, -0.283733, -2.606258], [8.010703, 0.472241, 8.262418], [3.795277, -0.874674, 6.868389], [5.631747, -3.545837, -0.183387], [-3.962319, 4.342148, -9.952513], [5.985008, 0.211947, 9.008220], [0.839943, -0.009319, 3.073770], [-5.736385, 0.227994, 2.112641], [2.547043, 3.419781, 4.921980], [4.901907, 6.903321, 3.745291], [-2.065873, 3.718036, -7.467113], [3.686292, 3.393653, 2.300047], [-3.845879, 3.791692, -3.445754], [5.934290, -4.499547, -2.584642], [5.569655, -1.307993, 0.208282], [4.584225, -2.647254, -1.705900], [0.847166, -1.935297, -3.089298], [2.968028, -1.231252, -1.231219], [3.862114, 4.863953, 0.960901], [4.255235, 2.756894, 3.404886], [2.035094, -0.766328, -1.631044], [-10.011784, -2.488257, -3.290027], [7.021392, -1.436377, 2.210972], [-10.604619, -3.319741, -2.404593], [5.314575, -0.397396, 10.001543], [-0.610730, -5.564097, -0.756430], [-7.634828, 1.298346, -5.334461], [-8.283305, 1.342258, -3.456836], [-3.065493, -0.863817, 4.009010], [5.277649, -2.956547, 3.825763], [2.602523, -3.966794, -2.999169], [-3.408674, 5.096366, -3.208780], [-2.316726, 1.429051, -8.028973], [4.074719, 4.740970, 2.024546], [-7.434656, -0.929989, 2.811869], [-3.825183, 1.050321, -1.203606], [7.717503, -1.408260, 8.823764], [-11.744299, -2.778764, -4.880033], [-8.636688, -2.606142, -3.072841], [-4.320928, 3.030862, -2.338376], [0.425183, 0.651590, -0.914062], [2.040001, 5.391805, 3.026096], [-5.753669, -2.110919, 1.711937], [5.227576, 3.519810, 3.931478], [1.683644, -5.909851, 0.854242], [3.934328, -3.179414, 6.829142], [3.781091, 1.729243, 5.493182], [3.203418, 2.345440, 4.435573], [-0.086637, -1.277019, -1.723689], [-3.746979, 5.646294, -10.213949], [-1.760616, 5.054823, -4.624379], [1.840953, 0.239820, 0.805394], [3.279862, 5.850677, 2.742009], [-10.408551, -2.903304, -4.708242], [4.110367, 5.537368, 4.959113], [1.663693, -1.007675, 3.538334], [0.769587, -3.001717, 3.104437], [-5.376010, -2.080750, 4.426116], [-1.476818, 6.873361, -7.973811], [-6.106911, -3.067378, 2.105988], [5.570619, -2.095099, 4.177284], [-9.455427, 0.316428, -4.694490], [2.038679, -4.140221, -1.503420], [-10.122752, -3.938826, -4.905832], [1.731329, -2.449975, 2.955557], [0.881273, -3.129210, -1.155721], [0.123254, -1.087801, 1.317567], [3.939847, -3.411760, 9.432063], [5.568680, -2.283054, 0.743992], [-7.382916, -0.585195, -3.925645], [-1.541485, 6.556415, -3.333818], [2.517171, -3.008462, 3.518834], [5.810788, -2.846608, 9.802629], [-0.205701, 0.653201, 1.405952], [5.153420, 4.880092, 2.108803], [3.935306, 6.451950, 3.986039], [0.557549, -0.119248, 1.653150], [-4.963534, 2.274903, -2.794813], [-8.213618, 0.644090, -4.296092], [0.877612, -1.790158, -1.985524], [5.801802, 1.537969, 9.191642], [-1.140989, 4.480380, -2.829624], [3.263796, -3.835844, -0.533641], [-3.009032, -0.045553, 1.778282], [4.914844, -3.358300, 8.939905], [-2.370402, 6.109458, -9.735618], [-3.842653, 5.791408, -11.557732], [-1.791829, 3.430680, -6.168983], [-6.357433, -1.903779, 0.514404], [2.054416, 1.340390, -1.059818], [5.620179, -4.510018, 0.384626], [6.764457, -2.432604, 1.783212], [4.962058, -5.629506, -1.563185], [-6.081249, -0.960214, 2.662963], [7.484120, -0.095781, 9.032647], [6.019606, -2.584714, 6.983120], [-7.017578, -1.803062, -2.229815], [-3.624562, 3.053139, 0.464263], [3.141731, 7.420089, 4.504243], [-3.221573, -2.161071, 3.681323], [5.404568, -0.093034, 7.772507], [-4.162069, 5.895448, -3.996534], [4.867140, 1.642854, 2.923817], [-2.211667, 1.967579, -2.332988], [4.371765, -1.087805, 7.772184], [3.827465, -4.940957, -3.296866], [-8.419449, -0.821628, -1.995658], [2.468768, 1.667374, 3.996049], [2.965348, -2.935310, -3.206710], [4.258692, -4.675313, -4.290630], [4.835079, -2.553397, 7.641505], [-3.265093, 2.250657, -1.530247], [-0.212535, -6.110882, -1.537967], [-0.429472, -7.080451, -1.266875], [-6.218377, -0.607458, 4.747208], [-4.987887, 3.612137, -1.699459], [4.639413, -2.385262, 1.367246], [3.664152, -0.943112, 8.589145], [-2.183823, 4.080676, -0.439390], [8.010535, 0.213836, 10.239241], [1.506455, 0.417573, -0.727101], [6.601612, -3.484704, -0.744878], [-0.554299, 2.345425, -8.214237], [-2.315785, -0.077225, 2.934608], [6.251783, -3.394026, 2.917734], [1.939448, -2.409473, 1.857072], [-4.431864, -2.205879, 1.461597], [-2.238825, 7.421226, -10.081253], [3.496204, -6.004870, -3.351295], [-3.021587, 6.178612, -7.632239], [-10.428704, -1.248421, -2.977802], [3.112875, 6.859853, 1.840918], [1.041561, -4.598422, -4.401190], [-3.388698, 3.939145, -7.528687], [6.640960, -4.521824, 3.043258], [-1.387586, 5.448597, -10.388121], [7.636629, -2.925916, 1.300085], [-1.879449, 2.096839, 0.380625], [-1.935330, 5.283039, -3.572827], [1.516993, -5.981058, -1.392268], [3.005801, -2.934088, 0.074986], [-7.904652, -1.427159, -2.743318], [-2.114256, 6.021470, -8.217584], [-1.620269, 2.546296, -8.344099], [-3.678660, 5.455346, -1.940316], [-6.135368, -0.146078, -3.577031], [-2.793559, 2.901546, -0.229605], [4.539619, -3.563474, -1.249097], [-4.544899, 6.236621, -9.754973], [-1.847214, 2.800863, -9.646864], [3.471124, -4.651702, 0.197306], [-0.145891, -3.565663, -1.278095]],
  "forces_ev_per_a": [[-0.4615, -0.0058, -0.3641], [-0.6306, -0.7080, -0.5193], [-0.1204, 0.0886, -0.2666], [-0.5148, 0.5515, -0.0735], [0.0813, -0.4794, -0.8554], [0.1057, 0.0069, 0.2230], [-0.1273, 0.2056, -0.0215], [0.3176, 0.1851, -0.3077], [-0.2434, 1.9125, -0.5387], [-0.0298, -1.0442, -0.0954], [-0.0136, -0.0717, 0.1950], [-0.1913, -1.4803, -0.9922], [-4.5203, -1.4504, 1.9009], [0.4923, -0.4546, -0.9839], [-0.2958, 0.1313, 0.7080], [-0.0786, -0.5222, 0.8323], [-0.1727, 0.1075, -0.0173], [0.2075, -0.0802, -0.0738], [1.3722, 1.2934, -0.1084], [0.1366, 0.0474, 0.0877], [-1.3390, 0.2681, -0.5795], [2.1958, -1.3820, -1.0927], [0.0921, -0.1793, -0.1678], [0.1643, 0.0976, -0.2596], [0.0047, -0.0710, -0.1342], [-0.1032, 1.4988, 0.3337], [0.0623, 0.1267, 1.0427], [0.8057, 0.4073, 0.6966], [-0.9831, 0.0027, 0.3491], [0.0950, -0.7699, 0.2039], [-0.4119, -0.2667, -0.0822], [-0.0097, -0.2672, 0.8930], [-0.7072, 0.3319, -0.0175], [-0.2082, 0.0150, 0.1283], [0.4053, 0.7511, -1.0166], [-1.2197, 0.7654, -1.0853], [0.8241, 0.1831, 1.1488], [-0.0671, -0.7432, -0.3590], [-0.1454, -0.1483, -0.3549], [0.4111, 0.1031, 0.2267], [-0.3310, -0.1353, -0.5687], [0.2461, -0.1307, 0.1370], [0.0398, -0.1016, 0.1004], [-1.1385, -0.2304, 1.1189], [1.2744, 0.5552, -1.1449], [0.1567, -1.5642, 0.1677], [-1.2762, -0.6832, 0.1191], [-0.0413, 0.1884, 0.2861], [0.1680, -0.1191, -0.7788], [0.0767, -0.4074, -0.0498], [-0.0726, 0.2028, 0.3476], [-0.1778, 0.0892, -0.1055], [0.0472, 0.0122, 0.3350], [-0.5723, 0.6435, -0.7043], [-0.7074, -0.1587, -0.4322], [0.8700, -0.4794, 0.2032], [0.1309, 0.0357, 0.1855], [-0.2537, -0.3915, -0.5449], [-0.0260, -0.3398, 0.2648], [-0.1085, -0.5524, 0.0674], [-0.1532, -0.0774, 0.3339], [0.3602, 0.0193, -0.2834], [-0.7173, -0.3806, 0.5063], [0.8142, -0.4613, -0.3269], [-0.5484, 0.0886, -0.5847], [-0.2061, -0.0110, 0.0153], [-0.9159, 0.8359, 0.2426], [-0.4936, -0.5982, -0.1932], [-0.1855, -0.2592, -0.6563], [-0.0312, -0.0833, -0.1517], [0.6661, 0.0401, 0.9992], [0.5728, 0.6233, -0.1810], [0.1269, -0.0210, -0.2929], [0.0904, -0.1203, -0.1935], [-0.0355, 0.0707, 0.1289], [-0.5049, -0.1129, -0.1068], [0.1004, -0.1075, 0.0743], [0.0334, 0.9222, 0.1195], [0.0382, -0.0084, 0.1957], [-0.5375, 0.2015, -0.2850], [-0.5211, 0.7513, -0.3970], [0.8644, 0.5631, 0.2870], [-0.0594, 0.1155, -0.0985], [-0.2599, -1.2944, 1.0054], [-0.0702, -0.8885, -0.1530], [-0.3503, 0.0305, 0.0493], [-0.5024, 0.7022, -0.5692], [-0.0446, 0.0535, -0.1116], [0.9310, -0.4739, 0.1830], [-0.0923, 0.0404, 0.3130], [0.0322, 0.6556, 0.4851], [2.0012, 1.2498, -2.4352], [0.2486, -0.0820, -0.0351], [-0.0017, 0.6688, -0.3561], [0.0353, 0.3178, 0.6510], [0.4567, -0.0270, 0.0172], [-0.2316, -0.0947, 0.0298], [-1.5970, 0.2394, 0.2684], [-0.1401, -0.1109, 0.1671], [0.0014, -0.7091, 0.2971], [0.7364, -0.2966, 0.1471], [0.2207, 0.1792, 0.0951], [0.1541, -0.4510, -0.1357], [-0.1526, 0.1561, 0.1055], [-0.5019, -0.7896, 0.3014], [-0.1863, 0.8876, -0.4915], [-1.1611, -0.1171, 0.2455], [0.0389, 1.0574, -0.1852], [0.2601, 0.7086, 0.3529], [0.6826, -0.0595, 0.0186], [0.0257, -0.0987, 0.1325], [0.0238, -0.0193, -0.2249], [-0.0878, -0.0789, -0.0923], [-0.0798, -0.0409, -0.2969], [0.4289, 0.0470, -0.2040], [0.3767, -0.8359, 0.8891], [0.3999, 0.1061, -0.1405], [-0.2035, -0.2576, 0.2066], [0.1206, 0.0955, 0.2289], [-0.4215, 0.5498, -0.5679], [-0.1133, 1.1177, 0.1736], [-0.1331, 0.1118, -0.2639], [0.1485, -0.0335, -0.1351], [-0.8465, -0.5351, 0.0582], [-0.4272, -0.1122, 0.7143], [0.3279, 0.5953, -0.3377], [0.0316, 0.0160, -0.8328], [0.7614, 0.9113, 1.9010], [0.1562, 0.2640, -0.4845], [0.0404, 0.1440, -0.1898], [0.2901, 0.0733, 0.1436], [0.6479, 0.5838, -0.6380], [0.2330, -0.1774, 0.1373], [-0.0150, -0.1159, -0.0988], [-0.2881, 0.1527, -0.0159], [1.3157, 0.1310, 0.1853], [-0.8308, -0.2282, 0.4333], [-0.0091, 0.1282, 0.1538], [0.1080, 0.4560, -0.3566], [0.3740, -0.3516, 0.9040], [-0.0991, -0.1820, 0.9262], [-0.0187, 0.0811, 0.0844], [-0.3965, -0.0090, 0.1254], [0.3606, 0.9322, 0.3362], [-0.1056, -0.2144, -0.2167], [-0.3225, -0.1340, -0.2364], [0.3759, 0.0856, 0.1435], [0.5924, 0.6725, 0.1601], [0.0220, -0.5071, 0.0355], [-0.2469, 0.5150, -0.8401], [-0.2156, -0.1123, -0.0219], [-0.4689, 0.5213, 0.5344], [0.0248, -0.1946, -0.1014], [0.7014, 0.1510, -0.3184], [0.6250, -2.1911, -0.5558], [0.3983, -0.7464, -0.6378], [0.3369, -0.3644, 0.6375], [0.3097, 0.5407, 0.5171], [0.2569, -0.5453, -0.4132], [0.2974, 0.3034, -0.0937], [-0.1745, 0.3561, 0.1761], [0.1206, 0.0259, 0.5395], [1.4089, -1.2158, 1.3619], [0.0947, 0.0500, 0.1070], [0.0068, 0.1959, 0.1762], [-0.0476, 0.3635, -0.7326], [1.0610, 0.0923, -0.0924]],
  "mulliken_charge": [-0.4626, -0.3872, -0.2748, -0.2756, 0.1557, -0.2173, -0.2831, -0.2978, -0.5247, -0.0491, 0.3203, -0.5355, -0.1104, -0.4032, -0.8169, 0.4727, 0.2230, 0.1523, -1.2215, -0.2067, 0.7614, -0.5904, -0.2316, -0.2345, 0.2829, 0.6851, -0.2787, -0.2716, 0.4885, 0.3851, 0.6193, 0.2550, -0.2148, 0.3939, 0.6512, -0.1748, 0.7756, 0.3561, -0.2926, -0.2838, 0.2681, -0.2589, 0.2719, 0.4689, -0.2787, -1.5966, 0.7811, -0.2474, -0.7974, -0.3379, -0.2695, -0.2133, -0.2552, -0.4213, -0.8345, 0.1115, -0.2555, 0.0413, -0.3012, 0.3491, -0.3306, -0.1587, 0.9670, 0.5180, 0.1041, -0.2074, 1.2212, 0.9168, 0.1989, -0.1905, 0.3240, 0.2707, 0.3401, 0.4342, 0.2205, 0.2442, -0.2411, 2.1429, 0.2382, 0.0770, -1.4875, 0.1924, 0.3095, 0.5330, 0.9805, -0.2836, 0.2830, -0.2247, 0.0469, 0.3349, 0.0419, -0.3562, 0.2589, 0.1060, -0.7384, -0.2922, -0.1995, -0.9775, -0.1681, 0.0102, 0.8642, -0.2723, -0.2232, -0.2097, 0.4837, 0.3901, -0.8814, 0.3656, 0.9638, 0.2397, -0.2931, 0.4160, 0.2591, -0.2717, -0.2810, -0.3879, -0.3076, -0.2102, -0.2966, -0.5586, -0.5460, 0.3760, -0.5216, 0.5447, 0.4492, 1.0462, 1.1915, -0.5520, 0.3429, 0.4056, 0.3324, -0.2412, 0.3957, -0.2495, -0.2677, -1.1176, 0.5443, 0.2456, 0.1718, 0.4517, -0.3556, -0.1499, -0.3302, 0.3533, 0.3364, -0.2817, -0.3372, 0.1838, -0.2828, -0.5257, -0.2746, 0.3963, -0.1424, 0.6370, 0.2918, -1.0464, -0.8262, -0.7128, 0.1925, -0.2874, -0.2812, -0.1592, 0.1490, 0.2878, -0.2259, 1.0027, 0.5751],
  "homo_lumo_gap_ha": 0.314,
  "e_lumo_ev": -2.8367,
  "total_energy_ev": -222986.67359,
  "homo_ha": -0.4186,
  "spin_multiplicity": 1,
  "charge": 1
}